1.
18
Properties=species:S:1:pos:R:3 method="wB97M-V/def2-TZVPD" de_lowest_ev=2.8900 lumo_ev=0.36 e_homo_ev=-8.3 energy_ev=-10476.2800
O 0.00 -0.16 -2.78
O 0.80 1.82 -0.33
C 0.18 -0.81 0.01
C -0.05 -0.65 1.49
C -0.21 1.12 -0.55
C -1.58 1.45 -0.01
C 1.63 -1.07 -0.34
C -0.22 0.41 -1.81
H 2.02 -1.90 0.26
H 2.21 -0.18 -0.11
H 0.49 0.22 1.87
H -1.49 1.65 1.06
H 0.33 -1.53 2.01
H -2.31 0.65 -0.18
H 1.78 -1.33 -1.39
H -1.11 -0.55 1.75
H -0.52 -1.51 -0.45
H -1.93 2.37 -0.49

2.
18
Properties=species:S:1:pos:R:3 method="wB97M-V/def2-TZVPD" de_lowest_ev=2.5812 lumo_ev=0.95 e_homo_ev=-7.8 energy_ev=-10476.5888 smiles="COC1=COC[C@@H]1C"
O -1.58 0.61 -0.39
O 1.31 -1.41 0.30
C 1.00 1.62 0.72
C -2.72 -0.16 0.02
C -0.04 -1.24 0.38
C 0.84 0.76 -0.45
C 1.87 -0.35 -0.57
C -0.42 -0.09 -0.25
H -2.68 -0.12 1.19
H 2.86 -0.03 -0.19
H 1.08 1.00 1.68
H 1.89 -0.57 -1.61
H 0.81 1.38 -1.34
H -2.50 -1.24 -0.28
H -0.67 -1.98 1.03
H 0.08 2.17 0.78
H 1.86 2.33 0.53
H -3.77 0.19 -0.30

3.
18
Properties=species:S:1:pos:R:3 method="wB97M-V/def2-TZVPD" de_lowest_ev=7.7442 lumo_ev=0.95 e_homo_ev=-9.1 energy_ev=-10471.4257 smiles=C1C[C@H]2COC[C@@H]1O2
O -0.15 -0.03 1.35
O 2.06 0.20 0.15
C -1.64 0.44 -0.30
C -0.33 1.08 0.58
C 0.13 -1.03 0.19
C -1.45 -1.04 -0.03
C 1.72 -1.14 0.15
C 1.06 1.35 -0.24
H 2.30 -1.79 0.78
H -2.31 1.11 0.39
H -0.58 1.85 1.27
H 1.99 -1.37 -0.94
H 0.79 1.32 -1.30
H -1.47 -1.59 -0.91
H 0.03 -0.70 -0.83
H 1.42 2.15 0.20
H -1.51 0.76 -1.41
H -2.07 -1.57 0.91

4.
18
Properties=species:S:1:pos:R:3 method="wB97M-V/def2-TZVPD" de_lowest_ev=0.7520 lumo_ev=0.64 e_homo_ev=-8.9 energy_ev=-10478.4180 smiles=c1ccccc1.O.O
O 1.56 0.87 1.96
O 0.90 2.21 -0.29
C 0.04 -0.25 -1.42
C -1.44 -1.48 0.63
C -0.27 -2.12 0.11
C -1.81 -0.24 0.17
C -0.98 0.38 -0.78
C 0.37 -1.54 -0.95
H 1.14 2.43 0.61
H -2.11 -2.07 1.23
H 1.64 0.48 1.07
H -1.29 1.41 -0.99
H -2.74 0.26 0.40
H 1.27 -1.95 -1.38
H 2.35 1.46 2.02
H 0.13 -3.00 0.57
H 0.56 2.94 -0.81
H 0.67 0.21 -2.15

5.
18
Properties=species:S:1:pos:R:3 method="wB97M-V/def2-TZVPD" de_lowest_ev=4.9352 lumo_ev="-0.68 / -0.68" e_homo_ev="-9.0 / -9.0" energy_ev=-10474.2347
O 0.20 1.21 -1.24
O -2.07 0.83 -1.16
C -0.95 -1.54 0.74
C 0.82 -1.09 -0.54
C 2.05 -1.08 0.33
C -0.83 0.92 -0.46
C -1.02 1.83 0.75
C -0.51 -0.59 0.06
H 0.73 -1.97 -1.18
H 0.77 0.06 -1.22
H -0.12 1.84 1.35
H -1.84 0.83 -2.10
H -1.23 2.84 0.39
H -1.30 -2.39 1.29
H -1.86 1.48 1.35
H 2.94 -1.10 -0.31
H 2.12 -1.93 1.01
H 2.10 -0.16 0.92

6.
18
Properties=species:S:1:pos:R:3 method="wB97M-V/def2-TZVPD" de_lowest_ev=6.1300 lumo_ev=0.67 e_homo_ev=-7.7 energy_ev=-10473.0400 smiles="COC1=COC[C@@H]1C"
O 1.41 0.58 -0.14
O -1.32 -1.64 -0.35
C -0.92 1.68 -0.43
C -2.04 -0.51 0.29
C 2.72 -0.47 0.10
C -0.08 -1.35 -0.35
C -0.95 0.51 0.46
C 0.32 -0.22 0.01
H -1.92 2.31 -0.68
H -2.40 -1.03 1.24
H -0.91 1.06 -1.23
H -0.88 0.88 1.48
H 3.06 -1.26 -0.89
H 2.70 -0.88 1.35
H -0.05 2.30 -0.22
H 3.39 0.37 0.11
H -2.85 -0.15 -0.32
H 0.73 -2.19 -0.47

7.
18
Properties=species:S:1:pos:R:3 method="wB97M-V/def2-TZVPD" de_lowest_ev=9.8500 lumo_ev=-0.82 e_homo_ev=-9.1 energy_ev=-10469.3199
O 1.11 -1.58 1.04
O -0.64 -1.19 -1.70
C 1.37 0.66 -1.05
C -1.76 1.40 1.03
C 0.23 0.29 -0.10
C -0.59 1.66 0.01
C -0.79 -0.75 -0.62
C 0.64 -0.27 1.26
H 1.31 0.22 2.00
H -0.32 -0.55 1.66
H -2.23 2.21 1.27
H 2.06 -1.81 0.40
H -2.75 0.07 1.68
H 2.13 -0.06 -1.20
H 1.98 1.65 -0.88
H -1.58 -1.00 0.09
H -0.09 2.80 -0.73
H 1.10 0.74 -2.17

8.
19
Properties=species:S:1:pos:R:3 method="wB97M-V/def2-TZVPD" de_lowest_ev=2.4866 lumo_ev=0.66 e_homo_ev=-8.1 energy_ev=-21311.0064
S 2.81 -0.67 -0.07
O 3.36 0.59 0.46
O -0.13 1.76 -0.10
C 1.03 1.35 -0.92
C 0.98 -0.19 -0.86
C -0.73 -1.89 -0.05
C -0.90 0.63 0.24
C -2.20 0.95 0.93
C -0.35 -0.48 -0.23
H -1.46 -2.11 0.67
H -2.50 2.00 0.99
H 1.14 -0.90 -1.83
H 0.20 -2.38 0.24
H 2.32 -1.22 1.20
H 1.78 1.69 -0.29
H -1.10 -2.16 -1.01
H 0.99 1.87 -1.81
H -2.08 0.56 1.99
H -3.14 0.58 0.45

9.
19
Properties=species:S:1:pos:R:3 method="wB97M-V/def2-TZVPD" de_lowest_ev=2.3919 lumo_ev=0.31 e_homo_ev=-8.7 energy_ev=-21311.1012
S 2.26 -0.57 0.59
O 3.03 -0.43 -0.67
O -0.18 2.39 -0.30
C -1.10 0.00 -1.58
C -0.59 0.02 -0.19
C -1.48 -0.34 0.98
C 0.80 -1.47 0.15
C 1.49 1.16 0.81
C 0.15 1.29 0.08
H -1.21 -0.96 -2.09
H -2.32 0.27 0.99
H 2.24 1.85 0.49
H 1.36 1.39 1.81
H 0.68 -1.97 -0.79
H -0.91 -0.30 1.93
H -1.73 -1.41 0.86
H 0.11 -1.94 0.92
H -2.11 0.40 -1.68
H -0.50 0.61 -2.30

10.
19
Properties=species:S:1:pos:R:3 method="wB97M-V/def2-TZVPD" de_lowest_ev=3.9647 lumo_ev=0.30 e_homo_ev=-9.3 energy_ev=-21309.5283
S 2.69 0.10 -0.32
O 2.49 -1.57 0.09
O 4.02 0.37 0.04
C -0.56 -2.06 -0.47
C 1.80 0.65 1.14
C 0.50 0.65 1.31
C -0.55 1.57 -0.82
C -0.08 -0.86 -0.49
C -0.52 0.34 0.20
H 0.24 1.68 -1.69
H -0.61 2.44 -0.26
H 0.03 1.00 2.25
H -1.54 0.36 0.73
H -1.25 -2.43 0.26
H 2.39 0.50 2.00
H 0.60 -0.57 -1.33
H -1.46 1.52 -1.47
H 0.10 -2.84 -0.78
H 3.52 -2.18 -0.07

11.
20
Properties=species:S:1:pos:R:3 method="wB97M-V/def2-TZVPD" de_lowest_ev=4.0530 lumo_ev=-0.12 e_homo_ev=-8.4 energy_ev=-32145.5312
S -1.26 -0.83 -1.25
S 1.78 0.57 1.14
O -2.63 -0.42 -1.40
O -0.73 -1.74 -2.17
C -0.95 0.71 1.67
C -2.27 0.08 1.99
C 0.20 -0.03 1.68
C 1.88 0.24 -2.97
C -0.02 1.55 -1.71
C 0.89 0.95 -2.20
H -2.98 0.03 1.15
H -0.88 2.07 -1.27
H 2.65 0.09 -2.23
H 2.40 0.78 -3.73
H 1.61 -0.71 -3.37
H -1.87 -0.88 2.46
H -0.73 1.77 1.65
H 2.11 -0.68 1.51
H 0.26 -1.07 1.96
H -2.80 0.65 2.69

12.
19
Properties=species:S:1:pos:R:3 method="wB97M-V/def2-TZVPD" de_lowest_ev=2.2751 lumo_ev=0.59 e_homo_ev=-8.2 energy_ev=-12524.4976
O 0.22 1.88 2.09
O 1.77 0.43 0.51
O 1.02 1.59 -2.21
C 0.01 -0.73 -0.42
C -1.50 -1.07 -0.46
C -0.40 0.70 1.63
C -0.07 1.63 -1.92
C 0.44 0.11 0.51
C 0.97 -1.35 -1.34
H -0.29 2.20 2.80
H -1.54 -1.87 0.17
H -2.19 -0.22 -0.13
H 1.97 -1.06 -1.02
H 0.99 -2.43 -1.37
H 1.81 1.14 1.15
H -1.92 -1.28 -1.47
H -1.52 0.96 1.29
H 0.75 -0.75 -2.33
H -0.53 0.11 2.53

13.
19
Properties=species:S:1:pos:R:3 method="wB97M-V/def2-TZVPD" de_lowest_ev=3.3981 lumo_ev=-0.17 e_homo_ev=-9.2 energy_ev=-12523.3747 smiles="C=C[C@H](O)[C@](C)(O)C=O"
O 0.92 -0.37 -1.94
O -1.48 -0.98 -1.13
O 2.00 -0.17 1.22
C -0.94 0.10 -0.49
C 0.55 0.27 -0.72
C 1.04 -0.55 0.52
C -1.55 -1.19 1.85
C 1.02 1.71 -0.68
C -0.85 -0.19 1.29
H 2.10 1.74 -0.51
H -0.84 -1.23 -1.84
H 0.56 2.26 0.14
H -1.59 0.97 -0.52
H -0.77 0.75 1.82
H 0.79 2.22 -1.62
H 0.86 -1.63 0.35
H 1.88 -0.52 -1.91
H -1.68 -2.14 1.35
H -2.03 -1.07 2.82

14.
20
Properties=species:S:1:pos:R:3 method="wB97M-V/def2-TZVPD" de_lowest_ev=6.5105 lumo_ev="0.01 / -0.27" e_homo_ev="-8.3 / -8.2" energy_ev=-23354.1639
S -0.04 1.42 -0.73
O 1.02 1.02 -1.55
O -1.38 1.25 -1.18
O -0.45 0.92 2.00
C -1.45 1.65 2.08
C -0.03 3.26 -0.41
C -0.06 -2.98 -2.22
C 0.66 -2.67 -0.98
C 0.24 0.73 0.92
C 1.29 -2.22 -0.02
H 1.86 -2.19 0.81
H 0.39 -3.63 -2.92
H -1.85 1.57 3.09
H -0.47 -2.05 -2.68
H 1.10 0.30 1.05
H 0.24 3.85 -1.28
H -1.94 2.11 1.24
H -0.93 -3.48 -1.67
H -1.13 3.40 -0.08
H 0.60 3.52 0.48